Record 1
A 2-piece molecular cluster, C4H11NO3 overall in a non-equilibrium geometry. Source: the Open Molecules 2025 dataset; level of theory: the ωB97M-V functional and the def2-TZVPD basis.

Output
F_max: 1.9 eV Å⁻¹
E_HOMO: -9.916 eV
Gap between HOMO and LUMO: 10.54 eV
Charge: 0
LUMO level: 0.62 eV
SMILES: C[C@@H](O)CC(N)=O.O
Relative energy (zero: lowest compared OMol25 entry of this formula, charge and spin): 75.2 kJ/mol
2S+1: 1
E_tot: -11959.33046 eV

Each line ends with the Mulliken charge.
Geometry (Å):
C 2.7338 0.4688 0.7669  -1.49
C 1.2221 0.6242 0.7487  0.57
O 0.9805 2.0480 0.6996  -0.61
C 0.5458 -0.0293 -0.4549  -1.06
C -0.8894 -0.4467 -0.0832  0.67
N -1.1729 -1.7607 -0.2233  -0.37
O -1.5781 0.3687 0.4954  -0.60
H 3.1353 0.5336 -0.2453  0.34
H 3.1235 1.2886 1.3587  0.39
H 3.0003 -0.5021 1.1851  0.35
H 0.7791 0.3230 1.6990  0.31
H 0.0440 2.1519 0.4610  0.33
H 0.4199 0.7037 -1.2556  0.33
H 1.1532 -0.8326 -0.8760  0.39
H -0.4649 -2.3280 -0.6502  0.19
H -2.0635 -2.1205 0.0785  0.28
O -3.8315 -0.4676 -1.0749  -0.63
H -3.9939 0.4585 -0.8837  0.31
H -3.1433 -0.4816 -1.7458  0.30



Record 2
An isolated molecule of CH2F3NP2 in a non-equilibrium geometry. Source: the Open Molecules 2025 dataset; level of theory: the ωB97M-V functional and the def2-TZVPD basis.

Output
F_max: 4.4 eV Å⁻¹
E_HOMO (spin up / spin down): -10.048 / -10.049 eV
Gap between HOMO and LUMO (spin up / spin down): 8.24 / 8.24 eV
Charge: 0
LUMO level (spin up / spin down): -1.81 / -1.81 eV
SMILES: C=[P@]1(F)N=P1(F)F
Relative energy (zero: lowest compared OMol25 entry of this formula, charge and spin): 121.7 kJ/mol
2S+1: 1
E_tot: -29290.01413 eV

Each line ends with the Mulliken charge.
Geometry (Å):
C -0.3603 -0.6483 0.8445  -0.54
P -0.9788 0.9196 1.1412  0.61
F -2.5544 1.1074 1.0422  -0.21
N -0.3911 1.7722 2.2967  -0.23
P 1.1623 1.3285 2.4131  0.32
F 1.0601 -0.0296 3.4198  -0.30
F 1.5295 2.2217 3.7153  -0.25
H -0.8583 -1.1138 -0.0296  0.29
H 0.7394 -0.6030 1.0824  0.32



Record 3
An isolated molecule of C3H9PSi in a non-equilibrium geometry. Source: the Open Molecules 2025 dataset; level of theory: the ωB97M-V functional and the def2-TZVPD basis.

Output
F_max: 4.6 eV Å⁻¹
E_HOMO: -9.234 eV
Gap between HOMO and LUMO: 10.18 eV
Charge: 0
LUMO level: 0.95 eV
SMILES: [SiH3]C1(P)CC1
Relative energy (zero: lowest compared OMol25 entry of this formula, charge and spin): 35.2 kJ/mol
2S+1: 1
E_tot: -20420.38656 eV

Each line ends with the Mulliken charge.
Geometry (Å):
Si 1.3288 1.0822 0.0423  0.33
C -0.1770 -0.0052 0.1159  0.28
P -1.8375 0.8478 0.0374  -0.08
C -0.1859 -1.3874 0.7677  -0.50
C -0.2422 -1.2618 -0.6992  -0.74
H 1.2851 1.6306 1.4403  -0.10
H 1.3642 2.3345 -1.0146  -0.07
H 2.4261 0.2862 -0.1705  -0.17
H -1.7538 1.0347 -1.2562  0.01
H -1.3988 2.1170 0.4826  0.02
H -1.0926 -1.7526 1.4532  0.18
H 0.6618 -1.7052 1.2874  0.28
H 0.7087 -1.6775 -1.2843  0.20
H -1.0869 -1.5434 -1.2020  0.34



Record 4
C3H9N2OP as an isolated structure in a non-equilibrium geometry. Source: the Open Molecules 2025 dataset; level of theory: the ωB97M-V functional and the def2-TZVPD basis.

Output
F_max: 2.0 eV Å⁻¹
E_HOMO: -8.642 eV
Gap between HOMO and LUMO: 9.63 eV
Charge: 0
LUMO level: 0.99 eV
Relative energy (zero: lowest compared OMol25 entry of this formula, charge and spin): 279.1 kJ/mol
2S+1: 1
E_tot: -17571.32076 eV

Each line ends with the Mulliken charge.
Geometry (Å):
C 1.4280 -0.1017 -0.4250  -0.58
C 1.0467 1.2937 0.1401  -0.39
C 0.1677 -0.9619 -0.4419  -0.48
N -0.3825 1.5868 0.0076  -0.52
N -3.1175 0.0988 0.8408  -0.42
O -2.5998 -0.0839 -0.4879  -0.28
P -1.0488 0.3703 -0.7688  0.29
H 1.7778 0.0233 -1.4525  0.28
H 2.2308 -0.5536 0.1569  0.33
H 1.3034 1.3631 1.2026  0.27
H 1.6180 2.0642 -0.3857  0.26
H 0.1868 -1.7571 -1.1824  0.35
H -0.0515 -1.3885 0.5419  0.28
H -3.6549 0.9674 0.8199  0.26
H -2.3200 0.2699 1.4605  0.30
H -1.2945 0.3406 -2.1524  0.04



Record 5
A 2-piece molecular cluster, C5H10FNSi overall in a non-equilibrium geometry. Source: the Open Molecules 2025 dataset; level of theory: the ωB97M-V functional and the def2-TZVPD basis.

Output
F_max: 5.5 eV Å⁻¹
E_HOMO: -9.800 eV
Gap between HOMO and LUMO: 10.54 eV
Charge: 0
LUMO level: 0.74 eV
SMILES: C/C=C\C#N.C[SiH2]F
Relative energy (zero: lowest compared OMol25 entry of this formula, charge and spin): 152.9 kJ/mol
2S+1: 1
E_tot: -17431.67884 eV

Each line ends with the Mulliken charge.
Geometry (Å):
C -1.8489 -0.6078 -3.2087  -1.06
C -1.4441 -1.0331 -1.8397  -0.17
C -1.9563 -0.8583 -0.6023  -0.57
C -3.1848 -0.1826 -0.5141  0.24
N -4.2149 0.2898 -0.4193  -0.41
H -1.1522 -0.6429 -3.9667  0.38
H -2.2647 0.3647 -3.0989  0.30
H -2.7661 -1.3670 -3.4323  0.24
H -0.6147 -1.5672 -1.8744  0.49
H -1.5014 -1.2416 0.1972  0.55
C 2.3210 0.2839 2.8561  -0.96
Si 0.8312 1.1478 2.0261  0.60
F -0.3324 0.0015 2.1351  -0.27
H 1.9826 -0.4382 3.5067  0.31
H 2.9649 -0.1712 2.1625  0.32
H 2.9876 1.1591 3.2717  0.25
H 0.9255 1.3035 0.6193  -0.14
H 0.6353 2.4403 2.7242  -0.10



Record 6
A 5-piece molecular cluster, C2H16N2O4 overall in a non-equilibrium geometry. Source: the Open Molecules 2025 dataset; level of theory: the ωB97M-V functional and the def2-TZVPD basis.

Output
F_max: 2.5 eV Å⁻¹
E_HOMO: -8.535 eV
Gap between HOMO and LUMO: 8.73 eV
Charge: 0
LUMO level: 0.20 eV
SMILES: NCCN.O.O.O.O
Relative energy (zero: lowest compared OMol25 entry of this formula, charge and spin): 152.1 kJ/mol
2S+1: 1
E_tot: -13503.35552 eV

Each line ends with the Mulliken charge.
Geometry (Å):
N -0.2081 -3.3351 -0.8933  -0.60
C -0.3650 -2.2435 -1.8695  -0.43
C 0.5891 -1.0702 -1.6749  -0.79
N 0.1316 -0.0563 -0.7325  -0.20
H -0.7955 -3.1339 -0.0892  0.25
H 0.7491 -3.4194 -0.5807  0.25
H -1.3903 -1.9197 -1.9950  0.34
H -0.0118 -2.7121 -2.7878  0.25
H 1.5810 -1.3594 -1.3493  0.33
H 0.7995 -0.5685 -2.6236  0.33
H -0.7033 0.3891 -1.0875  0.11
H -0.0011 -0.2347 0.2557  0.28
O 0.3475 -0.4713 2.1904  -0.72
H 1.2627 -0.1860 2.0932  0.29
H 0.0085 -0.0725 2.9969  0.33
O 0.3986 2.1031 3.3288  -0.63
H 1.3108 2.1351 3.0051  0.32
H -0.0294 2.8096 2.8363  0.30
O 1.7174 2.0429 0.5990  -0.58
H 2.2891 2.0697 -0.1724  0.27
H 0.8248 2.0268 0.2451  0.31
O -2.5909 1.8515 -1.8209  -0.66
H -2.8817 1.1632 -1.2031  0.32
H -2.0413 2.3504 -1.1946  0.32